DFT (wB97M-V/def2-TZVPD) results for an isolated molecule of C6H10O4 in a non-equilibrium geometry.

ORCA input file:
```
! wB97M-V def2-TZVPD RIJCOSX def2/J DEFGRID3
* xyz 0 1
O 0.2739 2.2935 0.5075
H 0.8292 0.4304 1.3933
C -1.5130 0.1203 0.2273
C -0.4499 1.2861 -0.0894
H -0.9313 -1.4046 2.0301
H -1.5269 -1.8948 -0.2391
H -0.5931 1.5947 -1.2398
H 1.8414 0.4041 -1.5620
C 0.8794 0.9766 0.4294
H 0.2050 -1.0435 -2.1015
C 0.3625 -1.1412 -1.0015
H -2.5705 0.2690 -1.4677
O -2.6886 0.0963 -0.5871
O -0.1714 -1.6592 1.3376
H 2.4993 -0.3158 1.0097
H 0.9457 -2.1275 -0.9501
C -0.7085 -1.1435 0.0170
O 2.6990 -0.3759 -0.1837
H -1.9057 0.5046 1.2406
C 1.4802 0.0260 -0.7007
*
```



DFT (wB97M-V/def2-TZVPD) results for the ion C31H39N4 with charge +1 in a non-equilibrium geometry.

ORCA input file:
```
! wB97M-V def2-TZVPD RIJCOSX def2/J DEFGRID3
* xyz 1 1
C -0.4963 2.7893 4.7709
C 2.7964 -0.9469 0.1712
C 3.0360 -1.3449 -1.2826
N 1.4905 -0.7360 2.2085
C -1.4817 -3.7329 1.7699
C -0.3681 0.7224 3.4890
C -0.8435 3.4775 3.5806
H -0.1094 5.2080 1.5920
C 3.9561 -0.5327 0.8382
C -0.6967 7.0372 2.6531
H -5.6149 -3.4433 1.0095
C 3.5887 -3.7118 -0.6232
C -0.9538 7.1320 4.1594
H -4.6637 -6.0278 -0.9176
C -0.5842 -2.8287 2.2978
H -1.8453 5.4068 1.7492
H -1.1096 0.8071 1.4753
H -2.7739 -0.4497 3.4113
H -1.3484 7.6746 2.0685
C -4.5592 -6.2496 0.1502
H -0.3132 7.8598 4.6630
H 2.0549 -1.5435 -1.7621
H 0.3370 7.3184 2.4285
C -5.1827 -4.3042 1.5410
H -1.3410 3.2603 1.4522
C 4.5434 -2.6506 -2.6060
H 4.7361 0.0398 2.7612
N -0.8649 4.8425 3.5417
C 3.8612 -0.2601 2.1940
H 0.4842 -3.0435 2.2664
H -5.4649 -4.1719 2.6020
H -6.6167 -5.4873 0.3557
C -3.2876 -5.5875 0.6939
H 0.2640 5.6242 5.1591
C -0.8912 5.5656 2.2800
C -3.3253 -2.3157 2.5332
C -5.7126 -5.6300 0.9576
N 3.9051 -2.5106 -1.3334
C 0.1097 -0.6984 3.2922
H 3.1427 0.3466 -2.6735
H 5.6753 -0.8904 -3.1790
H 0.5978 -1.0945 4.2021
C -0.7424 5.7019 4.7126
H 4.2224 -1.1798 -4.1631
C -2.3947 -1.3784 2.9858
H 3.3831 -3.5305 0.4387
H -2.7773 -6.2667 1.4012
C 3.8298 -0.3421 -2.1759
H -0.4177 3.3393 5.7121
C -1.0810 2.7497 2.3834
C 2.6292 -0.3555 2.8300
C 4.6379 -1.2224 -3.1538
H -5.9634 -6.2881 1.7935
H -4.4981 -7.3342 0.2592
H 4.4579 -4.3913 -0.6802
H -1.1068 -4.6251 1.2697
C -2.8705 -3.4861 1.8803
H 0.6922 -1.4326 0.3846
H -2.5679 -5.3797 -0.1090
C -0.1888 1.4325 4.6987
H 3.9316 -3.2743 -3.2873
H -4.3959 -2.1691 2.6874
H 2.7269 -4.2670 -1.0355
H -1.4593 5.4591 5.5212
H 4.5221 0.2541 -1.5623
C -0.9074 1.3757 2.3819
H -1.9977 7.4197 4.3465
C 1.5885 -1.0601 0.8921
H 5.5223 -3.1342 -2.4981
H 4.9337 -0.5384 0.3226
N -3.7499 -4.3804 1.3413
C -0.9955 -1.6221 2.8570
H 2.5172 -0.1453 3.8926
H 0.2650 0.9314 5.5620
*
```



DFT (wB97M-V/def2-TZVPD) results for an isolated molecule of C5H8N2 in a non-equilibrium geometry.

ORCA input file:
```
! wB97M-V def2-TZVPD RIJCOSX def2/J DEFGRID3
* xyz 0 1
H -1.1278 -0.1745 -1.7281
H 1.8989 -2.2387 -0.3607
C 0.5796 -0.5812 -0.4538
C 1.3294 -1.5888 0.3056
H 0.6535 -2.2211 0.8802
H 2.0195 -1.1002 0.9967
N -0.6250 0.1469 0.3676
C -0.1055 2.1950 0.9221
H -1.3359 -1.6034 -0.6302
H -2.0641 1.6228 0.6938
C -0.8104 -0.6788 -0.8180
H -1.1169 1.7874 -0.7759
H 1.1770 0.0746 -1.0796
N 0.6207 2.9116 1.4204
C -1.0931 1.4482 0.2600
*
```



LUMO for every record listed, in sequence, given in eV: 0.65, -3.06, 0.93.
E for every record listed, in sequence, given in Eh: -535.350052, -1423.450156, -304.741756.
Energy relative to the best compared isomer or geometry (same formula, charge and spin) for every record listed, in sequence, given in kJ/mol: 646.0, 10.8, 246.1.